(1)
Entry from OMol25: a cluster of 2 separate species, C3H8O3 in total (wB97M-V/def2-TZVPD).

The energy relative to the best compared isomer or geometry (same formula, charge and spin) is 12.6 kcal/mol. The charge is +1. The multiplicity is 2. The gap between HOMO and LUMO (spin up / spin down) is 0.3395 / 0.1599 hartree. The calculation puts the HOMO energy (spin up / spin down) at -0.5333 / -0.5333 hartree. The value obtained for the total energy is -344.4202 Ha.

Structure (XYZ):
```
14
Properties=species:S:1:pos:R:3:forces:R:3:lowdin_spin:R:1
O 0.796557 -3.530229 0.641709 1.382 -0.086 1.568 0.00
O 0.095111 2.579943 0.664168 -2.620 -3.725 -3.743 0.09
O 1.941820 1.632549 0.120381 1.151 -0.641 -0.347 0.74
C -1.165216 0.031645 -0.281429 0.645 -2.224 -0.796 0.03
C 0.736744 1.658431 -0.062919 -1.931 1.759 0.260 0.06
C 0.021935 0.621706 -1.016474 1.825 -1.021 -0.310 0.06
H 0.884154 -0.104112 -1.265451 -1.446 0.858 0.513 0.00
H 0.962753 -3.453384 1.621745 -0.396 -0.174 -1.580 0.00
H 0.526010 3.143452 1.240323 2.364 1.873 2.085 0.00
H -1.225778 -1.110333 -0.351439 -0.256 1.747 -0.865 0.01
H -0.389409 0.930665 -2.013917 1.047 0.907 0.954 0.01
H -0.040194 -3.129276 0.477241 -1.010 0.257 0.037 0.00
H -1.141188 0.101648 0.738102 0.631 0.501 2.985 0.01
H -2.003299 0.627294 -0.512039 -1.387 -0.031 -0.761 0.00
```
Forces are in eV/Å.

---

(2)
Entry from OMol25: an isolated molecule of C3H8O3S (wB97M-V/def2-TZVPD).

The energy relative to the best compared isomer or geometry (same formula, charge and spin) is 65.6 kcal/mol. The multiplicity is 1. The gap between HOMO and LUMO is 0.3995 hartree. The calculation puts the HOMO energy at -0.3906 hartree. The value obtained for the total energy is -742.9281 Ha.

Structure (XYZ):
```
15
Properties=species:S:1:pos:R:3:forces:R:3:lowdin_charge:R:1
S 1.996907 0.365326 -0.169265 2.947 1.051 0.869 0.72
O 2.486189 1.166084 0.969464 -0.921 -1.734 -1.216 -0.39
O 2.132855 -1.111599 -0.234446 0.813 2.459 0.102 -0.36
O -0.381795 -1.614320 -0.103139 -2.648 0.030 0.591 -0.01
C -0.549184 -0.335526 0.388609 -1.331 2.026 -1.822 -0.42
C -2.091143 -0.114875 0.442302 -0.726 -0.171 -0.019 -0.03
C 0.337225 0.660909 -0.565905 -0.892 1.140 0.607 -0.22
H 0.522362 -1.765008 -0.073606 2.945 -1.036 -0.088 0.00
H -2.556339 -1.034017 0.079766 0.289 -0.219 0.168 0.07
H 0.477830 0.326251 -1.601487 -1.333 0.158 -0.187 0.09
H 2.716017 1.084536 -1.250432 -1.138 -1.640 1.057 0.12
H 0.182827 1.806118 -0.463650 -0.009 -2.011 -0.235 0.14
H -2.536677 0.599612 -0.253692 0.491 0.500 0.242 0.07
H -0.206301 -0.066517 1.368627 0.695 -0.708 0.849 0.12
H -2.530776 0.033033 1.466860 0.818 0.155 -0.919 0.09
```
Forces are in eV/Å.

---

(3)
Entry from OMol25: a cluster of 2 separate species, C3H8O3S2 in total (wB97M-V/def2-TZVPD).

The energy relative to the best compared isomer or geometry (same formula, charge and spin) is 7.2 kcal/mol. The multiplicity is 1. The gap between HOMO and LUMO is 0.3437 hartree. The calculation puts the HOMO energy at -0.3318 hartree. The value obtained for the total energy is -1141.2140 Ha.

Structure (XYZ):
```
16
Properties=species:S:1:pos:R:3:forces:R:3:lowdin_charge:R:1
S -1.463652 0.003163 2.157901 -0.142 -0.607 0.066 0.43
S 0.008185 1.131578 2.934602 0.491 0.767 0.500 0.31
O -2.115688 -0.601342 -2.181598 0.091 0.364 0.155 0.11
O -0.000083 -0.267162 -2.839131 0.260 0.627 0.471 0.09
O 2.687626 -0.262563 0.832626 0.732 -0.225 0.347 -0.07
C -0.424474 -0.301120 -0.485969 0.053 0.176 0.197 -0.16
C -1.445331 0.379117 0.408133 -0.702 0.012 -0.434 -0.58
C -0.969613 -0.391014 -1.886636 -0.031 -0.438 -0.642 -0.51
H -2.436413 0.039393 0.071230 0.105 0.174 0.200 0.07
H -0.369567 0.164905 -3.620428 -0.254 -0.500 -0.142 0.12
H -1.414735 1.465363 0.286833 -0.011 -0.121 -0.010 0.08
H 1.066284 0.310262 3.101141 -0.270 -0.215 -0.350 -0.20
H 3.181861 -0.739184 1.520454 -0.445 0.062 -0.160 0.05
H 0.498783 0.261720 -0.491037 0.297 -0.147 0.004 0.10
H -0.218080 -1.311967 -0.133559 0.062 -0.057 -0.013 0.13
H 3.414894 0.118847 0.325433 -0.237 0.128 -0.189 0.04
```
Forces are in eV/Å.

---

Record-wise max |F| values, in eV/A: 5.9 3.2 1.0